Below is a molecular structure, C26H49B2BeCl3F6IKN3O17PS3, with properties calculated with ωB97M-V/def2-TZVPD.

XYZ file:
```
113
Properties=species:S:1:pos:R:3:forces:R:3:mulliken_charge:R:1
C 2.74366 -3.25689 2.37178 -0.2 -0.1 0.4 -0.32
O 2.53963 -2.31075 1.31092 0.3 -1.5 0.3 0.08
C 3.52373 -2.44365 0.24724 1.9 -0.7 1.6 -1.42
P 3.27600 -1.15112 -1.19927 -1.5 -1.3 1.2 -1.66
I 4.79389 -2.61095 -2.50386 1.9 -0.7 -1.0 -0.08
C 1.84184 -2.16752 -2.01834 -1.1 -1.1 -1.7 -0.86
C 1.24594 -3.47077 -1.38526 -1.7 -1.4 -1.0 -0.80
C 0.05461 -3.38517 -0.31318 0.3 -0.7 -0.2 -0.40
C -0.70663 -1.99530 -0.17842 -0.8 -1.1 1.2 0.55
C -2.18301 -2.34327 0.43603 2.3 -0.5 -0.6 -0.88
N -2.72506 -1.17165 1.21282 -0.6 1.3 1.3 -0.47
O 2.04121 -0.36115 -0.28143 -0.9 3.5 -0.1 -0.06
B 1.52515 0.87031 -0.68163 -0.3 0.9 -0.1 0.90
O 2.15262 2.15247 -0.27520 -2.0 -2.0 -1.9 -0.68
O 0.25322 1.05560 -1.39340 1.3 -0.5 2.4 -0.73
B 3.23389 0.09404 -2.68939 -0.1 2.0 -4.0 2.74
C 4.18051 1.43329 -2.89365 0.2 -0.1 0.7 -0.88
O 2.36540 -0.06700 -3.85438 0.6 0.4 2.6 -0.67
C 4.70082 -0.17759 -0.29809 4.7 3.2 2.4 0.82
C 6.14775 -0.01229 -0.84790 -1.5 2.0 4.0 -0.71
C 7.13181 0.75990 0.02576 -1.6 -0.2 0.6 -0.55
C 6.79921 1.35104 1.38688 -1.2 -1.9 -2.8 -0.52
N 5.49880 1.21167 1.90106 0.8 -1.7 -2.3 -0.54
C 4.56436 0.51150 1.12719 0.3 -0.9 -1.6 -0.39
H 2.93121 -2.64671 3.32738 -0.3 -1.0 -1.1 -0.14
H 3.62745 -3.96407 2.19770 -1.1 1.0 0.1 0.37
H 1.80598 -3.90528 2.55289 1.4 1.0 -0.4 -0.01
H 4.53231 -2.23639 0.79111 -1.2 -0.1 -1.2 0.70
H 3.70619 -3.50487 -0.12990 -1.1 1.2 0.4 0.49
H 0.93588 -1.51656 -2.31918 1.6 -0.7 0.7 0.35
H 2.27416 -2.49458 -3.03853 -0.9 0.6 1.6 0.59
H 1.93940 -4.30684 -1.04639 -0.4 1.4 -0.4 0.11
H 0.71280 -3.97698 -2.28851 0.9 0.8 1.3 0.05
H 0.48464 -3.77919 0.68443 -0.9 1.1 -1.2 -0.40
H -0.75759 -4.16490 -0.58014 1.3 1.1 0.2 0.69
H -0.18231 -1.38465 0.64220 -0.6 -0.6 -1.3 -0.08
H -0.87707 -1.42430 -1.14569 0.5 -0.8 1.1 0.29
H -1.97095 -3.19909 1.21368 -0.3 1.3 -0.8 0.15
H -2.86727 -2.73086 -0.38807 0.5 1.2 1.0 0.46
H -2.06506 -0.38748 1.00762 -0.3 -0.4 0.1 0.51
H -2.63758 -1.33910 2.23342 0.8 -1.5 -1.0 0.38
H 1.48840 2.89621 -0.38118 1.2 -0.6 -1.1 0.43
H -0.43038 0.95795 -0.68775 0.3 0.0 -1.2 0.23
H 4.31584 2.03691 -1.93881 0.1 -0.7 -1.3 0.17
H 5.19963 1.01450 -3.24197 -1.4 0.8 0.5 0.17
H 3.78551 2.14285 -3.68908 0.5 -1.0 0.9 0.44
H 2.13579 0.82092 -4.20069 0.5 -0.8 0.1 0.31
H 6.45928 -0.38727 -1.85996 -0.4 0.4 1.4 0.19
H 8.19219 0.90891 -0.37460 -1.7 -0.2 0.7 0.33
H 7.59523 1.89411 2.00134 -1.5 -0.8 -1.0 0.35
H 3.52681 0.40050 1.65496 1.9 0.1 -1.2 0.26
O -0.46815 -4.60072 -4.26886 0.1 0.0 -0.3 -0.62
H -1.05107 -4.97900 -4.94070 -0.1 0.0 0.2 0.30
H 0.26675 -4.23449 -4.77605 -0.1 0.0 0.1 0.29
O -3.27978 -6.43168 -6.20645 -0.2 0.4 0.5 -0.64
S -4.42901 -5.57515 -6.06011 -0.8 0.0 -0.2 1.26
O -4.41500 -4.42514 -5.19614 0.4 -0.6 -0.2 -0.59
O -5.71803 -6.48109 -5.69961 0.6 0.5 -0.7 -0.31
C -5.64181 -7.35577 -4.57302 0.0 -0.4 0.9 -0.32
C -5.79535 -6.59967 -3.26629 0.2 0.3 0.1 -0.98
C -4.96356 -5.06177 -7.66733 -0.1 -0.1 0.0 -0.95
H -4.71128 -7.92954 -4.59159 0.0 0.1 -0.1 0.32
H -6.46301 -8.06953 -4.67192 0.0 0.2 -0.3 0.27
H -4.94207 -5.94096 -3.09094 -0.1 -0.1 0.0 0.29
H -5.86434 -7.29341 -2.42550 0.0 0.0 -0.1 0.38
H -6.68940 -5.97227 -3.28500 0.0 -0.1 0.0 0.27
H -5.02224 -5.93484 -8.31601 0.0 0.0 0.1 0.31
H -4.22885 -4.35538 -8.05380 0.0 -0.1 0.2 0.37
H -5.93450 -4.57628 -7.57798 0.1 0.0 0.1 0.32
O 4.83114 -1.77582 4.45137 0.4 0.3 0.2 -0.42
H 5.17516 -0.99932 3.93340 -0.1 0.0 -0.2 0.43
H 4.28664 -1.48425 5.21605 0.2 0.0 -0.2 0.46
H 5.56163 -2.37085 4.73564 -0.1 0.2 -0.1 0.46
Be -3.02841 0.11822 2.92706 -1.1 0.8 -0.8 0.62
Cl -3.28514 -4.55768 0.87978 -0.3 -0.8 0.3 -0.24
C 3.32555 5.49637 0.28239 0.0 2.7 -1.3 0.62
O 2.36018 5.19339 -0.47846 -0.3 -0.1 0.1 -0.72
O 3.65066 4.44941 1.10015 -0.2 -1.7 1.3 -0.55
O 3.98290 6.53854 0.39435 -0.5 -0.9 -0.1 -0.76
H 2.95178 3.89829 0.70675 0.9 -0.2 -0.1 0.27
K 1.82955 2.40153 1.92426 0.0 0.4 2.6 1.10
C 3.94607 10.37691 4.88722 0.0 0.0 0.0 -0.43
C 3.63460 9.06653 5.23489 0.0 0.0 0.0 -0.29
C 3.61732 8.07271 4.26033 0.1 0.3 0.0 -0.48
C 3.92123 8.38739 2.93854 0.0 -0.2 0.0 -0.07
C 4.23624 9.69754 2.59243 0.0 0.1 0.2 -0.60
C 4.24466 10.69317 3.56500 0.0 -0.1 0.0 -0.29
H 3.95624 11.15225 5.64620 0.0 -0.1 0.0 0.34
H 3.40417 8.81938 6.26650 0.0 0.0 -0.1 0.34
H 3.36783 7.05184 4.53073 0.0 0.0 0.0 0.34
H 3.91259 7.61126 2.17838 0.0 0.1 0.0 0.42
H 4.47462 9.94273 1.56286 0.0 -0.1 0.1 0.40
H 4.48507 11.71548 3.29308 0.0 -0.1 0.0 0.35
C -0.21401 -3.55012 4.47606 0.1 -0.7 0.1 -0.06
Cl -1.00138 -1.98680 4.20304 0.1 0.3 -0.1 -0.09
Cl -1.16292 -4.56092 5.56763 0.2 0.1 -0.1 -0.14
H -0.10728 -4.06268 3.52147 -0.2 0.1 0.1 0.10
H 0.76719 -3.37870 4.91539 -0.2 0.1 0.0 0.20
C -6.22714 1.65580 2.77358 -2.3 0.6 1.7 0.46
F -5.05149 0.96999 2.92395 1.2 -0.6 -0.1 -0.23
F -7.21250 0.79424 3.08399 0.8 0.2 -0.4 -0.22
F -6.24550 2.59537 3.73721 0.5 -0.4 -0.6 -0.23
S -6.41535 2.36301 1.10008 0.9 -0.1 -1.5 0.90
O -6.39326 1.21030 0.21988 -0.2 0.6 0.9 -0.62
O -5.28200 3.26037 0.96308 -0.7 -0.5 0.5 -0.64
N -7.82337 3.03745 1.34233 1.1 -0.4 -0.4 -0.27
S -8.37725 3.81139 0.06847 -0.6 1.2 -2.3 0.99
O -8.78032 2.98964 -1.05597 0.3 0.1 1.2 -0.63
O -7.68859 5.03706 -0.28498 -0.2 -0.9 0.8 -0.63
C -9.94768 4.36651 0.81679 -1.6 0.4 1.2 0.66
F -9.74887 5.14204 1.90527 0.3 -0.2 -0.5 -0.24
F -10.71019 3.33109 1.23240 0.5 0.1 -0.3 -0.24
F -10.70407 5.08380 -0.03308 0.7 -0.4 0.0 -0.21
```
Positions in Å, forces in eV/Å.

Properties
Orbital gap, eV: 1.83
Spin multiplicity: 1
HOMO energy, eV: -7.93

***

Below is 2 unconnected molecules or ions with the total composition C5H12N2O, with properties calculated with ωB97M-V/def2-TZVPD.

XYZ file:
```
20
Properties=species:S:1:pos:R:3:forces:R:3:mulliken_charge:R:1
C -0.39817 -0.06139 -0.61197 -0.3 0.7 -1.0 0.86
C 3.25802 0.20863 0.49825 0.0 -0.2 0.6 -0.88
C -0.75723 -1.42387 -1.20951 0.1 0.0 0.3 -1.41
C -2.54570 -0.08977 0.84887 0.0 0.0 0.0 -1.32
N 1.83517 0.31301 0.25938 0.2 0.1 -0.2 -0.41
C -1.49707 0.71281 0.13071 0.2 0.0 0.1 0.68
O 0.41709 0.66635 -1.31747 -0.8 -0.5 0.6 -0.54
N -1.52960 1.97959 0.17362 0.0 -0.1 0.0 -0.76
H 1.51954 1.21877 0.61826 -0.1 -0.1 0.0 0.27
H 0.49094 -0.32308 0.35085 0.7 0.2 -0.2 0.31
H -0.76507 2.36798 -0.38563 0.0 -0.1 0.0 0.29
H 3.51192 0.31983 1.56318 0.0 0.0 -0.1 0.28
H 3.63276 -0.74923 0.14014 0.0 0.0 0.0 0.30
H 3.78205 1.01720 -0.02782 -0.2 0.0 0.0 0.29
H -1.17774 -2.09800 -0.46483 0.0 0.0 0.0 0.33
H -1.48224 -1.29857 -2.01660 0.0 0.0 0.0 0.34
H 0.14216 -1.87300 -1.62865 0.0 0.0 0.0 0.38
H -3.17512 -0.62925 0.13702 0.0 0.0 0.0 0.30
H -3.17447 0.57570 1.43682 0.0 0.0 0.0 0.36
H -2.08723 -0.83371 1.50538 0.0 0.0 0.0 0.34
```
Positions in Å, forces in eV/Å.

Properties
Orbital gap (spin up / spin down), eV: 8.20 / 7.82
Spin multiplicity: 1
HOMO energy (spin up / spin down), eV: -9.35 / -8.79

***

Below is a molecular structure, C7H10INV, with properties calculated with ωB97M-V/def2-TZVPD.

XYZ file:
```
20
Properties=species:S:1:pos:R:3:forces:R:3:mulliken_charge:R:1
C 1.41798 -1.07974 -0.09527 -0.2 -1.1 0.0 -0.22
C 0.39596 -1.27984 -1.08528 0.5 -0.8 0.1 -0.61
C -0.68502 -1.98536 -0.47498 0.8 -0.8 0.3 -0.37
C -0.33850 -2.22212 0.90019 0.5 -0.3 -0.9 -0.44
C 0.94404 -1.62974 1.14495 0.3 -0.8 -1.0 -0.40
V -0.39476 -0.07109 0.51828 -0.1 5.3 0.4 0.09
N 0.53233 1.59827 0.78919 -0.4 -1.6 1.4 -0.34
C 0.07822 2.46658 -0.23412 -0.7 0.1 -1.1 -0.32
C -0.69398 1.41581 -1.08069 0.7 -0.2 0.0 -0.59
H -1.58944 -2.31677 -0.97662 0.2 0.3 0.2 0.38
H 0.45098 -0.98421 -2.12980 0.0 -0.1 0.4 0.58
H -0.92843 -2.77924 1.61972 0.0 0.4 -0.1 0.51
H 1.48832 -1.64782 2.08606 -0.2 0.2 -0.3 0.41
H 2.39227 -0.62728 -0.26725 -0.5 0.1 0.2 0.42
H -0.15060 1.16123 -2.00135 -0.4 0.2 0.2 0.18
H 0.89811 2.96373 -0.79035 -0.2 -0.2 0.1 0.28
H 1.12654 1.97947 1.52434 0.0 -0.2 -0.3 0.15
H -1.73789 1.66368 -1.28345 0.1 -0.2 0.1 0.32
H -0.58603 3.27213 0.14397 0.2 -0.3 -0.1 0.25
I -2.62012 0.10232 1.69244 -0.6 0.1 0.4 -0.28
```
Positions in Å, forces in eV/Å.

Properties
Orbital gap (spin up / spin down), eV: 7.50 / 8.43
Spin multiplicity: 2
HOMO energy (spin up / spin down), eV: -8.03 / -8.30

***

Below is a molecular structure, C31H25BrMoN5O2S3, with properties calculated with ωB97M-V/def2-TZVPD.

XYZ file:
```
68
Properties=species:S:1:pos:R:3:forces:R:3:mulliken_charge:R:1
Mo 1.37708 0.55417 0.10450 -1.9 -1.4 -0.5 0.16
C 2.44500 -2.03190 1.75896 0.1 -0.1 0.2 -0.86
O 1.56705 -1.65231 0.64894 0.3 0.7 0.2 0.26
C 0.42183 -2.47522 0.56832 -0.2 0.0 0.0 -0.22
C 0.48927 -3.84985 0.54761 0.2 -0.1 -0.1 -0.30
C -0.70479 -4.56603 0.55009 0.0 -0.1 0.0 -0.54
Br -0.64805 -6.44742 0.52721 0.0 0.3 0.0 -0.10
C -1.91866 -3.90246 0.59839 0.1 0.0 0.1 -0.91
C -1.98287 -2.50404 0.62725 0.0 -0.2 0.0 0.77
C -0.78538 -1.81136 0.58947 0.2 -0.3 0.0 0.56
O -0.69015 -0.41837 0.54918 0.8 0.5 0.3 -0.42
C -3.30850 -1.88059 0.66191 -0.6 -0.3 -0.2 0.05
N -4.33900 -2.44192 0.10182 0.6 -0.1 -0.2 -0.68
C -5.41141 -1.61824 0.34643 -0.3 0.5 0.4 0.68
C -6.75613 -1.78250 0.00677 0.1 0.1 0.0 -0.84
C -7.64537 -0.83194 0.46180 0.0 -0.1 -0.1 -0.55
C -7.22201 0.26777 1.22115 0.2 0.1 0.1 -0.56
C -5.89246 0.45444 1.55788 -0.1 0.2 0.1 -1.04
C -4.99921 -0.50286 1.10237 -0.3 -0.5 -0.3 0.61
N -3.62855 -0.67439 1.26889 0.5 0.5 0.0 0.03
H 3.19048 -2.74060 1.40738 0.0 0.0 0.0 0.38
H 1.85726 -2.48792 2.55177 -0.1 0.0 0.0 0.45
H 2.91759 -1.13162 2.14777 0.0 0.0 -0.1 0.13
H 1.43635 -4.37257 0.52211 0.0 0.0 0.0 0.57
H -2.84541 -4.45612 0.62853 -0.1 0.0 0.0 0.65
H -1.57797 -0.02686 0.54213 -0.1 0.1 -0.1 -0.21
H -7.07556 -2.62405 -0.59172 0.0 0.0 0.1 0.48
H -8.69786 -0.93084 0.23438 0.0 0.0 0.0 0.42
H -7.94960 0.99346 1.55751 0.0 0.0 0.0 0.42
H -5.58616 1.29225 2.17175 0.0 0.0 0.0 0.41
H -3.13043 -0.24096 2.02919 0.0 -0.2 0.2 0.29
C -2.12777 1.61614 -0.98792 -0.1 0.0 -0.2 -0.98
C -1.02992 1.36183 -1.96512 -0.1 0.1 -0.1 0.74
N 0.19364 0.89527 -1.72215 0.5 0.0 0.0 1.04
C 0.92349 0.77477 -2.90072 -0.2 0.1 -0.2 -0.08
C 0.25048 1.13868 -4.01814 -0.1 0.0 0.1 -0.67
S -1.32009 1.65799 -3.61812 0.2 -0.1 0.4 -0.09
C 2.28023 0.27621 -2.83905 0.3 0.0 -0.3 -0.23
C 3.14703 0.16292 -3.87620 0.0 0.0 0.1 -0.64
S 4.59176 -0.57050 -3.35381 -0.3 0.0 0.3 -0.09
C 3.97267 -0.69299 -1.76255 0.2 -0.1 -0.2 0.50
N 2.75935 -0.18842 -1.62476 -0.3 0.4 0.1 0.54
C 4.76894 -1.40196 -0.72615 0.1 0.0 0.0 -0.68
H -1.74456 1.78197 0.01038 0.0 0.1 0.1 -0.26
H -2.84548 0.78894 -0.99614 0.0 0.0 0.1 0.41
H -2.68273 2.50719 -1.28081 0.0 0.0 0.0 0.60
H 0.59467 1.10837 -5.03916 0.0 0.0 0.0 0.48
H 3.00397 0.46138 -4.90229 0.0 0.0 0.0 0.46
H 5.78659 -1.01314 -0.67741 0.0 0.0 0.0 0.46
H 4.84917 -2.45931 -0.98726 0.0 0.0 0.0 0.41
H 4.30464 -1.32460 0.24804 0.0 0.0 -0.1 -0.38
S 1.03581 4.49485 -0.02539 0.1 -0.5 0.0 -0.08
C -0.29005 4.25740 1.01897 0.1 0.0 -0.2 -0.42
C -0.35078 3.00066 1.55730 -0.3 -0.3 0.4 -0.91
C 0.69792 2.16860 1.12487 0.5 0.4 -0.5 0.99
C 1.61085 2.88157 0.29392 -0.3 0.4 0.2 -0.22
C 3.04217 2.58040 0.38981 0.6 0.1 0.2 1.29
C 4.07962 3.48815 0.22804 -0.3 -0.1 -0.1 -0.88
C 5.33936 3.14149 0.68530 0.0 -0.2 0.0 -0.55
C 5.52626 1.89188 1.27434 0.1 0.2 -0.1 -1.24
C 4.47450 1.00530 1.31216 0.1 -0.2 -0.1 -0.09
N 3.25210 1.32201 0.85271 0.2 0.3 0.1 0.40
H -1.00287 5.05917 1.16047 0.0 0.0 0.0 0.53
H -1.12103 2.70838 2.25923 -0.1 -0.1 -0.1 0.54
H 3.87780 4.46438 -0.19125 0.1 0.0 0.1 0.45
H 6.15441 3.85091 0.62519 0.0 0.0 0.0 0.52
H 6.47796 1.61881 1.70785 0.0 0.0 0.0 0.50
H 4.61354 0.02617 1.74609 -0.1 0.0 0.0 0.58
```
Positions in Å, forces in eV/Å.

Properties
Orbital gap (spin up / spin down), eV: 4.12 / 3.49
Spin multiplicity: 3
HOMO energy (spin up / spin down), eV: -14.76 / -14.76
Charge: +3

***

Values of energy, in order: -188863.7621 -10402.3104 -42698.7284 -148475.7701, all in eV.